The following is a DFT calculation (ωB97M-V/def2-TZVPD) of one molecule with the formula C9H11N3O3 at a distorted geometry.

Each line ends with the Löwdin charge.
CARTESIAN COORDINATES (ANGSTROEM)
C: 2.803 3.149 0.253  -0.01
N: 2.463 1.718 0.564  -0.13
C: 3.498 0.716 0.885  -0.02
C: 1.150 1.506 0.391  -0.52
O: 0.351 2.417 0.196  0.07
O: 0.898 0.132 0.402  0.06
N: -0.475 -0.303 0.622  -0.28
O: -0.904 0.086 1.689  0.09
N: -0.789 -1.082 -0.253  0.18
C: -2.118 -1.543 -0.338  -0.25
C: -3.198 -0.909 0.177  -0.01
C: -4.539 -1.461 0.038  -0.04
C: -4.721 -2.610 -0.692  -0.11
C: -3.647 -3.238 -1.266  -0.06
C: -2.295 -2.798 -1.013  0.04
H: 2.073 3.698 0.844  0.08
H: 3.877 3.278 0.680  0.12
H: 2.592 3.483 -0.727  0.07
H: 4.356 1.357 1.128  0.08
H: 2.970 -0.051 1.541  0.11
H: 3.700 0.055 0.059  0.07
H: -3.090 -0.013 0.812  0.11
H: -5.310 -0.844 0.442  0.09
H: -5.630 -3.153 -0.802  0.10
H: -3.802 -4.091 -1.749  0.05
H: -1.412 -3.160 -1.441  0.08

Forces on the atoms, in the same order (eV/Å):
C 1.3961 -1.2090 3.3397
N 0.2284 0.9426 -1.1041
C -2.2017 -0.2551 -0.0961
C -0.9133 0.8141 -0.1158
O 0.2979 -1.9979 0.1329
O 0.1935 -0.0248 -0.1516
N 1.6861 1.5957 1.7271
O -0.7999 -0.1827 -0.5071
N -0.5715 -0.4746 -1.5069
C 0.1001 -2.4988 -0.3515
C -3.0331 0.4860 1.2423
C 2.6513 1.2763 -0.2374
C 0.0726 0.1950 0.3575
C 4.2280 2.9862 2.4837
C -3.0028 2.2859 0.0480
H 0.4453 0.4306 0.2914
H -1.8727 0.2546 -1.2121
H 0.4346 -0.1986 -1.3988
H -0.0378 -1.1390 0.7405
H 1.4335 1.4151 0.3425
H 0.5187 0.2151 -0.9174
H -0.0393 -0.4929 -0.6456
H -0.6456 -0.1200 0.3137
H -0.9802 0.3081 0.0198
H -0.4630 -3.4744 -2.1474
H 0.8746 -1.1377 -0.6476

Energy above the lowest of the compared OMol25 structures with the same formula, charge and spin: 2.805 eV
SMILES: CN(C)C(=O)O/[N+]([O-])=N/c1ccccc1
HOMO level: -9.191 eV
E_LUMO: 0.10 eV
Frontier orbital gap: 9.29 eV